ORCA calculation (ωB97M-V/def2-TZVPD) on a cluster of 2 separate species, C2H6O3 in total in a non-equilibrium geometry.

Values from the calculation:
- SMILES: O=CO.CO
- Energy relative to the best compared isomer or geometry (same formula, charge and spin): 1.047 eV
- Orbital gap: 11.409 eV
- Maximum force: 0.0426 hartree/bohr
- LUMO energy: 0.87 eV

```
11
C2H6O3, DFT ωB97M-V/def2-TZVPD
O 0.41945 -0.75526 -1.72435
C -0.15247 0.27100 -2.03494
O -0.29100 1.30172 -1.22275
H -0.79863 0.23239 -2.91632
H 0.07560 1.02801 -0.33144
C -0.19001 -0.40659 1.58805
O 0.85973 0.37905 0.95808
H -0.05640 -1.45705 1.33674
H -0.08409 -0.26138 2.66110
H -1.15289 -0.05305 1.22469
H 1.37069 -0.27883 0.46114
```